Entry 1:
An isolated molecule of C18H23N3. Source: the Open Molecules 2025 dataset; level of theory: ωB97M-V/def2-TZVPD.

Its charge is 0. For the energy, the calculation gives -863.8958 Eh. As for the energy above the lowest of the compared OMol25 structures with the same formula, charge and spin: 73.3 kJ/mol. Its LUMO energy is 0.861 eV. The calculation puts the largest force on an atom at 3.42 eV Å⁻¹. The value obtained for the HOMO energy is -7.3 eV. Its structure (SMILES) is CN(C)C/C=C(/c1ccc(N(C)C)cc1)c1ccccn1. The value obtained for the orbital gap is 0.30104 Eh.

Cartesian coordinates (Å):
N -2.506 -1.787 1.054
C -0.523 -0.755 0.097
C -0.219 -1.712 -0.864
C -3.785 -1.713 1.454
C -1.905 -0.654 0.655
C -4.546 -0.520 1.491
C -2.599 0.577 0.624
C -3.941 0.649 1.006
C 1.314 0.863 -0.396
C 0.599 0.519 1.861
C 2.195 1.861 0.066
C 1.481 1.488 2.319
C 0.503 0.197 0.514
C 2.339 2.182 1.437
N 3.269 3.128 1.867
N -0.805 -2.745 -2.929
C 4.512 3.289 1.088
C 2.907 4.207 2.796
C -1.966 -2.849 -3.807
C 0.301 -3.649 -3.293
C -1.158 -2.657 -1.508
H 0.788 -1.777 -1.221
H -4.279 -2.651 1.757
H -5.603 -0.539 1.775
H -2.065 1.472 0.311
H -4.477 1.568 1.007
H 1.201 0.609 -1.444
H 0.006 0.011 2.591
H 2.765 2.387 -0.680
H 1.501 1.703 3.373
H 4.429 4.164 0.385
H 5.370 3.402 1.726
H 4.766 2.420 0.442
H 2.400 3.849 3.681
H 3.793 4.787 3.056
H 2.238 4.903 2.275
H -1.678 -2.857 -4.847
H -2.490 -3.775 -3.585
H -2.605 -1.985 -3.621
H 1.078 -3.597 -2.499
H -0.056 -4.689 -3.351
H 0.731 -3.358 -4.248
H -1.050 -3.630 -1.017
H -2.232 -2.336 -1.395

Here are the Löwdin charges for atoms 1 to 8, given in e:
1 N 0.11
2 C -0.14
3 C 0.00
4 C -0.13
5 C -0.25
6 C -0.07
7 C 0.00
8 C -0.07

***

Entry 2:
An isolated molecule of C18H23N3O2. Source: the Open Molecules 2025 dataset; level of theory: ωB97M-V/def2-TZVPD.

Its charge is 0. For the energy, the calculation gives -1014.4613 Eh. As for the energy above the lowest of the compared OMol25 structures with the same formula, charge and spin: 134.0 kJ/mol. Its LUMO energy is 0.779 eV. The calculation puts the largest force on an atom at 0.61 eV Å⁻¹. The value obtained for the HOMO energy is -8.5 eV. Its structure (SMILES) is COc1cccc(CNC(=O)Cn2cc3c(n2)CCCCC3)c1. The value obtained for the orbital gap is 0.34025 Eh.

Cartesian coordinates (Å):
C 2.281 2.988 2.976
H 2.067 3.697 3.774
O 1.521 1.842 3.272
C 1.601 0.771 2.434
C 2.380 0.718 1.284
C 2.390 -0.426 0.498
C 1.608 -1.516 0.851
C 0.828 -1.464 1.994
C 0.822 -0.333 2.784
H 0.220 -0.273 3.676
H 0.222 -2.313 2.273
H 1.615 -2.400 0.232
C 3.187 -0.472 -0.782
N 2.282 -0.503 -1.913
C 2.009 -1.633 -2.585
O 2.655 -2.657 -2.536
C 0.761 -1.483 -3.481
N -0.345 -0.987 -2.712
C -1.419 -1.662 -2.258
C -2.143 -0.801 -1.459
C -1.399 0.395 -1.475
N -0.321 0.260 -2.232
C -1.714 1.670 -0.777
H -2.682 2.031 -1.133
C -1.752 1.505 0.749
C -2.434 0.215 1.217
C -3.699 -0.133 0.425
H -4.157 0.782 0.047
C -3.413 -1.099 -0.731
H -4.252 -1.083 -1.435
H -3.344 -2.118 -0.339
H -4.429 -0.606 1.085
H -2.678 0.330 2.275
H -1.727 -0.613 1.139
H -2.273 2.367 1.171
H -0.733 1.509 1.139
H -0.962 2.413 -1.049
H -1.599 -2.683 -2.531
H 0.990 -0.780 -4.287
H 0.507 -2.456 -3.904
H 1.566 0.224 -1.947
H 3.791 -1.382 -0.832
H 3.839 0.402 -0.868
H 2.989 1.558 0.988
H 3.354 2.769 2.966
H 1.989 3.427 2.016

Here are the Löwdin charges for atoms 1 to 8, given in e:
1 C -0.09
2 H 0.09
3 O -0.09
4 C -0.29
5 C 0.02
6 C -0.20
7 C -0.04
8 C -0.08

***

Entry 3:
An isolated molecule of C18H23N3O2. Source: the Open Molecules 2025 dataset; level of theory: ωB97M-V/def2-TZVPD.

Its charge is 0. For the energy, the calculation gives -1014.2991 Eh. As for the energy above the lowest of the compared OMol25 structures with the same formula, charge and spin: 560.0 kJ/mol. Its LUMO energy is 0.069 eV. The calculation puts the largest force on an atom at 2.51 eV Å⁻¹. The value obtained for the HOMO energy is -7.7 eV. Its structure (SMILES) is CN(C)c1ccc(C(C[N+](=O)[O-])c2ccc(N(C)C)cc2)cc1. The value obtained for the orbital gap is 0.28516 Eh.

Cartesian coordinates (Å):
C 0.905 0.828 -2.258
N 2.370 0.791 -2.676
O 2.935 1.903 -2.585
O 2.891 -0.259 -3.079
H 0.494 -0.143 -2.550
H 0.481 1.625 -2.888
C -5.739 1.350 -1.585
N -4.943 1.950 -0.534
C -5.725 2.440 0.576
C -3.566 1.705 -0.429
C -2.670 2.803 -0.433
C -1.304 2.570 -0.498
C -0.790 1.264 -0.512
C 0.701 1.109 -0.767
C 1.481 0.113 0.085
C 2.880 0.157 -0.036
C 3.677 -0.855 0.456
C 3.113 -1.825 1.324
N 3.946 -2.844 1.787
C 4.072 -3.209 3.179
C 4.493 -3.813 0.866
C 1.733 -1.723 1.651
C 0.930 -0.750 1.038
C -1.665 0.170 -0.429
C -3.047 0.388 -0.387
H -5.155 1.283 -2.512
H -6.094 0.342 -1.318
H -6.619 1.983 -1.759
H -5.102 3.048 1.237
H -6.556 3.043 0.193
H -6.155 1.614 1.166
H -3.064 3.823 -0.460
H -0.597 3.400 -0.529
H 1.150 2.105 -0.604
H 3.341 1.037 -0.475
H 4.747 -0.875 0.215
H 3.981 -2.324 3.822
H 3.322 -3.952 3.489
H 5.065 -3.654 3.322
H 4.529 -3.393 -0.142
H 5.503 -4.091 1.186
H 3.883 -4.731 0.843
H 1.286 -2.442 2.350
H -0.118 -0.654 1.322
H -1.268 -0.847 -0.368
H -3.732 -0.460 -0.298

Here are the Löwdin charges for atoms 1 to 8, given in e:
1 C -0.03
2 N -0.37
3 O 0.03
4 O 0.07
5 H 0.14
6 H 0.15
7 C -0.08
8 N -0.25

***

Entry 4:
A structure of composition C18H23N3O2RhSb. Source: the Open Molecules 2025 dataset; level of theory: ωB97M-V/def2-TZVPD.

Its charge is +2. For the energy, the calculation gives -1364.6677 Eh. As for the energy above the lowest of the compared OMol25 structures with the same formula, charge and spin: 0.2 kJ/mol. Its LUMO energy is -8.557 eV. The calculation puts the largest force on an atom at 1.52 eV Å⁻¹. The value obtained for the HOMO energy is -15.8 eV. The value obtained for the orbital gap is 0.26595 Eh.

Cartesian coordinates (Å):
Rh -0.581 0.457 1.267
O -0.371 4.426 1.363
C -0.637 3.283 1.158
N 0.116 2.168 1.591
C 1.267 2.270 2.406
O 1.770 3.285 2.774
C 1.794 0.920 2.767
C 3.040 0.754 3.329
C 3.463 -0.535 3.618
C 2.608 -1.601 3.370
C 1.366 -1.352 2.821
N 0.968 -0.105 2.516
C -1.848 2.853 0.397
C -2.585 3.738 -0.360
C -3.697 3.256 -1.034
C -4.057 1.921 -0.883
C -3.275 1.101 -0.096
N -2.175 1.560 0.526
H 3.646 1.627 3.530
H 4.445 -0.708 4.037
H 2.893 -2.617 3.605
H 0.652 -2.149 2.661
H -2.277 4.774 -0.405
H -4.287 3.914 -1.658
H -4.937 1.519 -1.364
H -3.549 0.070 0.088
C 2.741 -2.057 -0.264
C 2.039 -1.371 -1.429
Sb 0.125 -0.617 -0.932
C -1.051 -2.330 -0.417
C -0.994 -3.392 -1.523
C -0.696 0.352 -2.625
C -0.414 -0.420 -3.915
H 3.695 -2.457 -0.608
H 2.162 -2.895 0.130
H 2.950 -1.361 0.547
H 1.825 -2.051 -2.256
H 2.608 -0.524 -1.811
H -2.070 -1.982 -0.239
H -0.644 -2.707 0.522
H -1.441 -3.042 -2.452
H -1.561 -4.265 -1.199
H 0.024 -3.724 -1.723
H -0.242 1.344 -2.636
H -1.759 0.466 -2.414
H 0.654 -0.539 -4.098
H -0.822 0.144 -4.753
H -0.883 -1.403 -3.925

Here are the Löwdin charges for atoms 1 to 8, given in e:
1 Rh 0.88
2 O 0.20
3 C -0.40
4 N -0.02
5 C -0.40
6 O 0.20
7 C -0.18
8 C 0.06

***

Entry 5:
An isolated molecule of C18H23N3O3S. Source: the Open Molecules 2025 dataset; level of theory: ωB97M-V/def2-TZVPD.

Its charge is 0. For the energy, the calculation gives -1487.9604 Eh. As for the energy above the lowest of the compared OMol25 structures with the same formula, charge and spin: 0.0 kJ/mol. Its LUMO energy is 0.254 eV. The calculation puts the largest force on an atom at 1.09 eV Å⁻¹. The value obtained for the HOMO energy is -8.8 eV. Its structure (SMILES) is CCn1c(=O)c2sccc2n(CC(=O)NCCC2=CCCCC2)c1=O. The value obtained for the orbital gap is 0.33167 Eh.

Cartesian coordinates (Å):
C -0.785 3.060 0.633
H -0.226 3.988 0.556
C -1.651 2.881 -0.607
N -2.426 1.645 -0.534
C -1.847 0.518 -1.062
O -0.741 0.539 -1.575
N -2.571 -0.652 -1.005
C -3.746 -0.722 -0.301
C -4.300 0.433 0.221
C -3.667 1.718 0.115
O -4.098 2.771 0.532
S -5.785 0.114 1.046
C -5.633 -1.558 0.696
C -4.519 -1.872 -0.018
H -4.244 -2.875 -0.286
H -6.385 -2.236 1.048
C -1.993 -1.836 -1.616
H -1.394 -1.515 -2.471
H -2.796 -2.494 -1.947
C -1.111 -2.565 -0.584
O -1.514 -3.519 0.048
N 0.099 -2.005 -0.460
H 0.301 -1.167 -0.991
C 1.045 -2.392 0.563
H 0.545 -3.148 1.174
H 1.927 -2.847 0.099
C 1.473 -1.195 1.427
C 2.640 -0.438 0.849
C 3.806 -0.390 1.479
C 5.018 0.333 0.977
C 4.877 0.729 -0.490
C 3.490 1.314 -0.727
C 2.434 0.240 -0.479
H 1.438 0.687 -0.529
H 2.497 -0.508 -1.276
H 3.401 1.689 -1.748
H 3.329 2.150 -0.044
H 5.650 1.452 -0.758
H 5.007 -0.152 -1.121
H 5.900 -0.298 1.116
H 5.167 1.228 1.590
H 3.923 -0.879 2.437
H 1.745 -1.562 2.417
H 0.614 -0.528 1.543
H -1.032 2.830 -1.504
H -2.368 3.700 -0.687
H -1.410 3.101 1.522
H -0.081 2.237 0.730

Here are the Löwdin charges for atoms 1 to 8, given in e:
1 C -0.05
2 H 0.08
3 C -0.17
4 N 0.07
5 C -0.41
6 O 0.05
7 N 0.06
8 C -0.23

***

- Which formula does entry 3 have?
  C18H23N3O2